Entry 1:
ORCA calculation (the ωB97M-V functional and the def2-TZVPD basis) on an isolated molecule of C6H11N in a non-equilibrium geometry.

- Gap between HOMO and LUMO: 9.8 eV
- Relative energy (zero: lowest compared OMol25 entry of this formula, charge and spin): 42.2 kcal per mole
- Structure (SMILES): C=C/C=C/CCN
- LUMO level: 1.101 eV

Each line ends with the natural charge from an NBO analysis.
Element x y z (Å)
H1 1.444 -0.527 -1.600  0.187
H2 1.699 1.202 3.041  0.194
C1 0.452 -0.603 -2.040  -0.218
C2 -0.559 -1.278 -1.116  -0.459
H3 -1.268 1.031 2.187  0.204
H4 -0.875 0.883 -2.557  0.342
H5 -1.389 -1.212 0.900  0.198
H6 1.114 0.381 0.364  0.204
C3 -0.667 -0.695 0.273  -0.141
H7 -1.545 -1.317 -1.578  0.212
H8 0.304 1.350 -1.613  0.349
H9 0.553 -1.225 -2.928  0.190
C4 -0.209 0.807 2.113  -0.211
H10 0.236 1.338 4.081  0.197
N1 0.131 0.786 -2.440  -0.818
C5 0.132 0.228 0.802  -0.269
C6 0.619 1.144 3.084  -0.379
H11 -0.170 -2.293 -0.974  0.217


Entry 2:
ORCA calculation (the ωB97M-V functional and the def2-TZVPD basis) on a structure of composition C6H11N in a non-equilibrium geometry.

- Gap between HOMO and LUMO: 10.1 eV
- Relative energy (zero: lowest compared OMol25 entry of this formula, charge and spin): 58.7 kcal per mole
- LUMO level: 1.072 eV

Each line ends with the natural charge from an NBO analysis.
Element x y z (Å)
C1 1.550 -0.481 -0.506  -0.411
H1 -0.016 -1.870 -0.461  0.197
C2 1.298 0.491 0.540  -0.066
H2 1.997 -1.358 -0.187  0.201
H3 0.476 1.936 -0.995  0.351
H4 0.338 -1.158 1.611  0.186
H5 -2.253 1.333 0.450  0.234
N1 0.326 1.401 -0.037  -0.640
C3 0.109 -0.915 -0.924  -0.420
H6 2.207 0.910 1.104  0.201
C4 0.103 -0.069 1.297  -0.398
H7 -2.563 0.418 -1.080  0.215
H8 -2.548 -0.698 0.511  0.219
H9 2.145 -0.133 -1.408  0.205
H10 -0.242 -0.907 -1.887  0.206
C5 -2.090 0.326 -0.047  -0.627
C6 -0.595 0.164 -0.029  0.121
H11 -0.242 0.610 2.048  0.227


Entry 3:
ORCA calculation (the ωB97M-V functional and the def2-TZVPD basis) on an isolated molecule of C6H11N in a non-equilibrium geometry.

- Gap between HOMO and LUMO: 10.0 eV
- Relative energy (zero: lowest compared OMol25 entry of this formula, charge and spin): 128.5 kcal per mole
- Structure (SMILES): C1C[C@@H]2CCN2C1
- LUMO level: 1.254 eV

Each line ends with the natural charge from an NBO analysis.
Element x y z (Å)
H1 -1.004 -2.123 0.773  0.206
N1 0.605 0.036 -0.583  -0.437
C1 -0.866 -1.631 -0.179  -0.395
C2 1.476 1.077 -0.022  -0.258
H2 -2.335 -0.391 0.850  0.207
H3 -0.391 0.589 1.521  0.188
H4 0.246 2.916 0.708  0.197
H5 2.373 1.216 -0.577  0.190
H6 -1.316 -2.264 -1.122  0.210
C3 -0.553 0.603 0.373  -0.045
C4 0.202 1.980 -0.073  -0.379
H7 1.208 -1.913 -0.942  0.200
C5 0.678 -1.273 -0.256  -0.209
H8 0.994 -1.497 0.876  0.141
H9 0.125 2.227 -1.060  0.214
H10 2.528 0.812 0.747  0.182
H11 -2.275 -0.039 -0.941  0.223
C6 -1.696 -0.326 -0.091  -0.434


Entry 4:
ORCA calculation (the ωB97M-V functional and the def2-TZVPD basis) on an isolated molecule of C6H11N.

- Gap between HOMO and LUMO (spin up / spin down): 6.5 / 6.9 eV
- Relative energy (zero: lowest compared OMol25 entry of this formula, charge and spin): 159.6 kcal per mole
- LUMO level (spin up / spin down): 0.467 / 0.615 eV

Each line ends with the natural charge from an NBO analysis.
Element x y z (Å)
H1 2.661 1.275 -0.644  0.183
H2 0.474 2.075 0.941  0.398
C1 -1.000 -0.442 -1.110  -0.515
H3 -1.535 0.232 -1.770  0.184
H4 -0.583 -1.550 2.092  0.183
C2 -1.457 -0.572 0.294  -0.408
C3 0.998 0.134 0.175  -0.087
H5 2.224 -0.172 -1.551  0.226
N1 0.190 1.109 0.837  -0.547
C4 -1.093 0.775 0.859  0.191
H6 -1.802 1.478 1.290  0.195
C5 -0.566 -1.498 1.011  -0.385
H7 1.192 1.246 -1.665  0.214
H8 1.612 -0.396 0.899  0.202
H9 -0.080 -2.299 0.475  0.194
C6 1.809 0.662 -0.983  -0.651
H10 -0.514 -1.288 -1.575  0.191
H11 -2.532 -0.769 0.427  0.232


Entry 5:
ORCA calculation (the ωB97M-V functional and the def2-TZVPD basis) on an isolated molecule of C6H11N in a non-equilibrium geometry.

- Gap between HOMO and LUMO: 9.6 eV
- Relative energy (zero: lowest compared OMol25 entry of this formula, charge and spin): 50.1 kcal per mole
- Structure (SMILES): C=N/C=C/CCC
- LUMO level: 0.667 eV

Each line ends with the natural charge from an NBO analysis.
Element x y z (Å)
H1 -0.695 0.486 -0.905  0.201
H2 2.579 -0.065 -0.502  0.207
H3 -0.929 -1.475 1.434  0.158
C1 0.383 0.929 0.917  -0.459
C2 -0.385 -0.010 0.047  -0.164
H4 1.584 0.666 -1.900  0.210
N1 -2.211 -1.569 -0.308  -0.425
H5 -2.596 -3.360 0.773  0.139
H6 0.712 2.289 -0.686  0.189
H7 -3.706 -2.874 -0.625  0.170
C3 1.354 1.714 0.010  -0.382
H8 2.090 2.367 0.499  0.206
C4 -1.195 -1.007 0.455  -0.046
C5 2.154 0.830 -0.993  -0.618
H9 -0.278 1.628 1.446  0.222
H10 2.943 1.480 -1.363  0.208
H11 0.997 0.621 1.763  0.216
C6 -2.799 -2.651 -0.063  -0.030


Entry 6:
ORCA calculation (the ωB97M-V functional and the def2-TZVPD basis) on a cluster of 2 separate species, C6H11N in total in a non-equilibrium geometry.

- Gap between HOMO and LUMO (spin up / spin down): 8.6 / 8.6 eV
- Relative energy (zero: lowest compared OMol25 entry of this formula, charge and spin): 113.6 kcal per mole
- Structure (SMILES): [H]/N=C/CC.C#CC
- LUMO level (spin up / spin down): 0.857 / 0.857 eV

Each line ends with the natural charge from an NBO analysis.
Element x y z (Å)
C1 1.632 -0.040 1.140  -0.284
H1 -0.545 -0.673 1.848  0.150
H2 -1.076 -2.158 0.001  0.204
C2 -1.329 -1.353 -0.689  -0.616
H3 -2.500 -0.099 0.570  0.220
C3 1.780 0.622 -1.445  -0.705
C4 1.669 0.311 -0.039  0.093
H4 -1.616 0.819 -0.636  0.208
H5 0.086 1.887 2.189  0.358
H6 -2.236 -1.643 -1.220  0.212
N1 -0.754 1.454 1.810  -0.775
H7 2.356 -0.161 -1.948  0.246
H8 2.277 1.579 -1.613  0.249
H9 -0.575 -1.259 -1.470  0.194
H10 0.791 0.668 -1.906  0.247
C5 -0.566 0.284 1.315  0.211
H11 2.153 -0.204 2.054  0.256
C6 -1.547 -0.035 0.039  -0.470


Entry 7:
ORCA calculation (the ωB97M-V functional and the def2-TZVPD basis) on an isolated molecule of C6H11N in a non-equilibrium geometry.

- Gap between HOMO and LUMO: 10.4 eV
- Relative energy (zero: lowest compared OMol25 entry of this formula, charge and spin): 44.8 kcal per mole
- Structure (SMILES): [H]/N=C1\C[C@@]1(C)CC
- LUMO level: 0.937 eV

Each line ends with the natural charge from an NBO analysis.
Element x y z (Å)
H1 -2.056 -0.568 1.108  0.232
H2 1.530 0.892 -1.091  0.214
C1 1.623 0.894 1.051  -0.596
H3 -0.806 2.031 -0.694  0.210
N1 -0.794 -2.393 -1.070  -0.595
H4 -0.815 1.013 -2.150  0.219
C2 -1.031 -0.836 0.896  -0.509
C3 -0.725 -1.354 -0.359  0.280
H5 1.029 1.792 1.249  0.204
H6 1.785 -0.693 -0.385  0.215
H7 1.485 0.206 1.891  0.201
H8 -2.129 0.888 -0.970  0.214
C4 1.223 0.241 -0.263  -0.397
H9 2.680 1.178 1.026  0.210
C5 -1.049 1.035 -1.080  -0.595
H10 -1.249 -3.146 -0.544  0.331
H11 -0.436 -1.155 1.738  0.230
C6 -0.266 -0.025 -0.354  -0.068


Entry 8:
ORCA calculation (the ωB97M-V functional and the def2-TZVPD basis) on an isolated molecule of C6H11N in a non-equilibrium geometry.

- Gap between HOMO and LUMO: 9.4 eV
- Relative energy (zero: lowest compared OMol25 entry of this formula, charge and spin): 50.3 kcal per mole
- Structure (SMILES): C=C(/C=C/C)NC
- LUMO level: 1.136 eV

Each line ends with the natural charge from an NBO analysis.
Element x y z (Å)
H1 0.833 2.687 0.541  0.206
C1 -0.073 -2.633 -1.876  -0.647
C2 -0.273 2.701 0.614  -0.437
H2 0.946 -0.614 -1.622  0.199
H3 1.080 1.288 2.155  0.197
H4 1.890 -0.328 1.678  0.211
H5 -0.543 -3.323 -1.186  0.210
N1 -0.731 1.321 0.256  -0.626
H6 -1.059 -1.688 0.447  0.214
C3 0.129 0.242 0.654  0.163
H7 -0.403 2.916 1.676  0.181
H8 -0.696 -2.291 -2.706  0.221
H9 -0.564 3.442 -0.115  0.209
H10 -1.717 1.203 0.583  0.371
C4 0.208 -1.292 -1.171  -0.121
H11 0.818 -3.137 -2.219  0.217
C5 -0.343 -0.966 0.009  -0.272
C6 1.101 0.404 1.576  -0.495


Entry 9:
ORCA calculation (the ωB97M-V functional and the def2-TZVPD basis) on an isolated molecule of C6H11N in a non-equilibrium geometry.

- Gap between HOMO and LUMO: 9.1 eV
- Relative energy (zero: lowest compared OMol25 entry of this formula, charge and spin): 40.7 kcal per mole
- Structure (SMILES): C=CC(=C)N(C)C
- LUMO level: 1.046 eV

Each line ends with the natural charge from an NBO analysis.
Element x y z (Å)
C1 1.401 -1.176 -0.394  -0.400
H1 2.470 -1.069 -0.607  0.197
H2 1.270 -1.999 0.317  0.172
C2 -2.187 0.072 -1.733  -0.374
H3 2.712 0.646 1.000  0.199
H4 -0.441 1.230 -1.820  0.209
H5 0.906 -1.450 -1.332  0.211
H6 1.554 -0.029 2.168  0.169
H7 -2.819 -0.616 -1.182  0.196
C3 1.653 0.598 1.276  -0.401
H8 -0.939 0.103 2.176  0.196
H9 1.340 1.620 1.522  0.210
C4 -1.055 0.565 -1.215  -0.219
H10 -2.496 0.347 -2.736  0.199
C5 -0.521 0.275 0.107  0.135
N1 0.858 0.067 0.167  -0.464
C6 -1.321 0.304 1.182  -0.443
H11 -2.383 0.511 1.103  0.206


Entry 10:
ORCA calculation (the ωB97M-V functional and the def2-TZVPD basis) on a cluster of 2 separate species, C6H11N in total in a non-equilibrium geometry.

- Gap between HOMO and LUMO: 8.5 eV
- Relative energy (zero: lowest compared OMol25 entry of this formula, charge and spin): 108.4 kcal per mole
- LUMO level: -0.646 eV

Each line ends with the natural charge from an NBO analysis.
Element x y z (Å)
H1 0.963 -1.228 -1.112  0.215
C1 -0.502 0.650 1.328  0.272
N1 -0.600 1.177 2.354  -0.316
H2 -1.878 -1.787 1.533  0.132
H3 0.047 1.777 -1.125  0.227
C2 -0.680 0.957 -1.128  -0.603
C3 2.169 0.276 -0.120  -0.615
C4 -2.308 -1.520 0.545  -0.380
H4 -1.682 1.391 -1.058  0.231
H5 -2.943 -0.640 0.781  0.131
C5 -0.376 -0.008 0.024  -0.223
H6 3.111 -0.275 -0.179  0.224
H7 1.118 -1.466 0.623  0.221
C6 0.990 -0.701 -0.150  -0.388
H8 -1.160 -0.865 -0.087  0.222
H9 2.144 0.980 -0.959  0.207
H10 -0.592 0.424 -2.082  0.223
H11 2.180 0.858 0.809  0.220


Entry 11:
ORCA calculation (the ωB97M-V functional and the def2-TZVPD basis) on an isolated molecule of C6H11N in a non-equilibrium geometry.

- Gap between HOMO and LUMO (spin up / spin down): 6.8 / 7.7 eV
- Relative energy (zero: lowest compared OMol25 entry of this formula, charge and spin): 70.6 kcal per mole
- LUMO level (spin up / spin down): 0.909 / 0.923 eV

Each line ends with the natural charge from an NBO analysis.
Element x y z (Å)
C1 -0.772 0.374 -1.035  -0.055
H1 2.148 -0.983 0.200  0.205
C2 1.007 1.495 0.347  -0.591
H2 1.850 -0.434 -1.446  0.206
H3 1.763 1.332 1.117  0.203
H4 1.490 1.938 -0.527  0.207
H5 -0.641 0.280 1.956  0.211
H6 0.276 2.207 0.735  0.211
C3 0.324 0.171 -0.014  -0.103
H7 -2.176 -1.865 0.449  0.187
C4 -0.477 -0.461 1.165  -0.457
H8 0.055 -1.304 1.613  0.217
H9 0.903 -1.778 -0.784  0.209
N1 -1.955 0.043 -0.556  -0.512
H10 -2.782 0.024 -1.135  0.406
C5 -1.773 -0.864 0.525  -0.135
H11 -0.608 0.649 -2.065  0.192
C6 1.369 -0.822 -0.546  -0.600


Entry 12:
ORCA calculation (the ωB97M-V functional and the def2-TZVPD basis) on the ion C6H11N with charge +1 in a non-equilibrium geometry.

- Total charge: +1
- Gap between HOMO and LUMO (spin up / spin down): 8.4 / 8.0 eV
- Relative energy (zero: lowest compared OMol25 entry of this formula, charge and spin): 66.5 kcal per mole
- Spin multiplicity: 2
- ⟨S²⟩: 0.768
- LUMO level (spin up / spin down): -5.826 / -7.326 eV

Each line ends with the natural charge from an NBO analysis.
Element x y z (Å)
H1 0.356 -1.150 1.983  0.212
H2 -0.274 4.550 -0.192  0.227
H3 -0.112 3.895 -1.876  0.189
H4 -1.016 0.057 0.270  0.244
C1 0.533 -1.740 1.081  -0.397
H5 -0.911 -3.375 1.328  0.245
N1 -0.797 2.525 -0.445  -0.351
C2 -0.728 -2.522 0.684  -0.610
H6 -1.604 -1.870 0.745  0.195
H7 0.979 -1.193 -1.025  0.284
C3 0.063 1.551 -0.797  0.028
H8 -0.677 -2.799 -0.367  0.209
C4 -0.431 3.691 -0.843  0.181
H9 0.427 1.669 -1.818  0.222
H10 1.981 -0.441 0.099  0.273
C5 0.937 -0.742 -0.012  -0.511
H11 1.323 -2.444 1.330  0.239
C6 -0.049 0.339 -0.146  0.120